Below is a molecular structure, C8H13NbO3PYb at a distorted geometry, with properties calculated with ωB97M-V with the def2-TZVPD basis set.

XYZ file:
```
27
Properties=species:S:1:pos:R:3:forces:R:3
C -2.3511 -0.2340 4.1881 0.6 -0.3 -0.2
P -0.8043 -0.3783 3.1213 -0.2 0.9 0.7
O 0.3853 0.7045 3.6134 -1.6 -0.4 -0.4
Nb -1.5683 0.2524 0.7097 1.1 2.1 -1.6
O -0.1648 1.7910 0.6397 -0.4 -1.5 -1.7
C 0.2801 2.1006 -0.6329 0.2 -0.3 0.0
O 0.2880 3.2108 -1.0714 0.0 -0.4 0.0
C 0.8417 0.8822 -1.4545 0.9 -1.1 0.1
C 2.0016 0.2096 -0.8352 -0.9 -0.6 -1.9
C 2.5805 -0.9516 -1.4750 -2.0 1.3 -0.8
C 1.9489 -1.3959 -2.7218 -0.2 1.2 0.8
C 0.8246 -0.7373 -3.3550 0.3 0.9 1.7
C 0.2410 0.4326 -2.7088 2.1 -0.7 1.4
H -3.2154 -0.4270 3.4909 0.9 0.3 0.7
H -2.3681 0.8030 4.6072 -0.2 -1.0 -0.2
H -2.3261 -1.0396 4.9633 -0.1 0.9 -0.4
H 0.0962 1.6021 3.3410 0.4 -0.3 0.3
H -0.4106 -1.0311 0.1376 -0.1 -0.9 0.4
H -2.8936 -1.0056 0.7405 0.3 0.3 0.0
H -2.7696 1.4157 1.4221 -0.4 -0.6 1.0
H -2.0094 0.6382 -1.0214 0.0 -0.2 0.2
H 2.4185 0.5915 0.1279 -0.5 -0.4 -1.0
H 3.4328 -1.4644 -0.9823 -0.7 0.3 -0.6
H 2.3703 -2.3192 -3.2078 -1.4 1.6 1.3
H 0.3535 -1.1007 -4.2931 0.6 0.2 0.8
H -0.6407 0.9855 -3.1013 0.9 -0.7 0.2
Yb 3.4589 -3.5352 -4.2423 0.8 -0.8 -0.7
```
Positions in Å, forces in eV/Å.

As for the LUMO energy: -7.28 eV. The value obtained for the HOMO-LUMO gap is 1.6 eV. The molecular weight is 454.1 g/mol. Its total charge is +1. The relative energy (zero: lowest compared OMol25 entry of this formula, charge and spin) comes out at 0.0 kcal per mole.

Here are the Löwdin charges for atoms 1 to 8, given in e: -0.35, 0.73, -0.40, 1.09, -0.36, -0.59, 0.14, -0.16

---

Below is C5H11NO2 in the gas phase at a distorted geometry, with properties calculated with ωB97M-V with the def2-TZVPD basis set.

XYZ file:
```
19
Properties=species:S:1:pos:R:3:forces:R:3
C 1.4370 -0.4582 0.3537 -0.6 0.4 0.1
C 0.3719 -0.1343 -0.7021 -0.6 0.5 -1.3
C -0.2912 -1.4245 -1.1865 0.0 0.2 0.1
O 1.0192 0.5227 -1.7928 0.2 0.1 -0.4
C -0.7635 0.9359 -0.2999 2.2 -2.2 0.1
C -1.1106 0.4491 1.0762 -2.5 2.1 0.4
N -0.8190 1.3728 2.0396 0.2 -0.5 0.6
O -1.8520 -0.4980 1.2917 0.9 0.0 0.0
H 1.9104 0.4562 0.7058 0.0 0.0 0.1
H 0.9967 -0.9982 1.1873 0.0 0.0 0.2
H 2.2095 -1.1007 -0.0673 -0.1 0.0 -0.2
H -0.9165 -1.8356 -0.3994 -0.1 -0.1 0.0
H -0.9059 -1.2212 -2.0613 -0.1 0.1 0.0
H 0.4575 -2.1642 -1.4678 0.2 -0.1 0.0
H 1.6112 -0.1017 -2.2260 0.0 0.0 0.0
H -1.6456 0.9024 -0.9374 0.2 -0.3 -0.1
H -0.3188 1.9275 -0.3678 0.0 0.0 0.3
H -0.1862 2.1388 1.8946 -0.1 -0.1 -0.1
H -1.2041 1.2311 2.9596 0.2 -0.1 0.0
```
Positions in Å, forces in eV/Å.

As for the LUMO energy: 0.82 eV. The value obtained for the HOMO-LUMO gap is 10.6 eV. As for the SMILES: CC(C)(O)CC(N)=O. The molecular weight is 117.1 g/mol. Its total charge is 0. The relative energy (zero: lowest compared OMol25 entry of this formula, charge and spin) comes out at 10.0 kcal per mole.

Here are the Löwdin charges for atoms 1 to 8, given in e: -0.03, -0.58, -0.03, -0.04, -0.02, -0.58, 0.17, 0.05

---

Below is 2 unconnected molecules or ions with the total composition C5H8N at a distorted geometry, with properties calculated with ωB97M-V with the def2-TZVPD basis set.

XYZ file:
```
14
Properties=species:S:1:pos:R:3:forces:R:3
C -2.3185 0.1343 -0.3984 0.4 3.0 1.7
C -2.3022 1.3161 0.0350 0.7 -2.4 -0.4
C -0.5990 -1.1743 0.1730 -2.8 -0.5 0.2
C 0.6086 -0.6126 0.5728 0.1 -0.2 0.5
C 1.3307 0.0743 -0.4037 -0.8 -0.6 -1.2
N 2.4575 0.6459 -0.0584 1.7 1.8 -0.9
H -2.7868 -0.7215 -0.7910 -0.5 -0.4 -0.5
H -1.3052 -1.7504 0.7499 0.6 -0.1 0.5
H -0.7561 -1.2463 -0.8575 0.3 -0.6 -1.6
H 0.9195 -0.8478 1.6133 0.3 0.7 -0.8
H 1.0186 0.0281 -1.5066 0.4 0.4 1.9
H 2.7862 0.5794 0.8720 0.2 -0.1 1.0
H -1.9787 2.1864 0.5905 -0.4 -0.2 -0.4
H 2.9254 1.3885 -0.5910 -0.4 -0.8 -0.1
```
Positions in Å, forces in eV/Å.

As for the LUMO energy (spin up / spin down): -3.47 / -7.79 eV. The value obtained for the HOMO-LUMO gap (spin up / spin down) is 7.9 / 7.2 eV. The molecular weight is 82.1 g/mol. Its multiplicity is 3. Its total charge is +1. The relative energy (zero: lowest compared OMol25 entry of this formula, charge and spin) comes out at 74.2 kcal per mole.

Here are the Löwdin charges for atoms 1 to 8, given in e: 0.02, 0.16, -0.04, -0.04, -0.13, 0.17, 0.06, 0.09

---

Below is C5H6N2O3S2 in the gas phase at a distorted geometry, with properties calculated with ωB97M-V with the def2-TZVPD basis set.

XYZ file:
```
18
Properties=species:S:1:pos:R:3:forces:R:3
C 0.0013 0.2298 0.8637 -1.3 -1.9 -1.9
C -1.0136 1.0122 -1.1550 -0.9 -1.6 0.8
C 0.2159 -1.1153 0.2434 -2.1 1.1 0.4
C 0.0866 -2.3232 1.0775 1.8 -0.9 -0.5
C 0.3317 2.5485 0.1645 -1.0 2.1 1.9
N -0.3667 1.3125 -0.0897 2.1 0.0 1.1
N 0.8107 -1.2998 -1.0049 1.1 1.1 1.3
O 0.9603 -0.2707 -1.6890 1.2 -1.0 -1.0
O -0.1849 0.4642 2.0173 0.6 0.1 0.6
O 1.2198 -2.4279 -1.2421 -0.1 0.3 -1.4
S -1.9156 1.6000 -2.3990 -0.2 0.5 -0.8
S -1.7547 -0.5129 -1.4049 0.0 0.6 0.5
H -0.0719 -2.0350 2.0798 0.8 0.4 1.4
H 1.0116 -2.9580 0.8143 -1.5 0.7 1.2
H -0.7881 -2.9267 0.9752 -0.7 -0.5 -1.1
H -0.0031 3.1845 -0.6474 0.1 0.7 0.2
H 0.0295 2.9896 1.2410 0.5 -1.0 -2.6
H 1.4311 2.5283 0.1553 -0.4 -0.7 -0.2
```
Positions in Å, forces in eV/Å.

As for the LUMO energy (spin up / spin down): -2.06 / -2.06 eV. The value obtained for the HOMO-LUMO gap (spin up / spin down) is 6.5 / 6.5 eV. The molecular weight is 206.2 g/mol. Its total charge is 0. The relative energy (zero: lowest compared OMol25 entry of this formula, charge and spin) comes out at 58.3 kcal per mole.

Here are the Löwdin charges for atoms 1 to 8, given in e: -0.35, -1.16, -0.24, -0.04, -0.01, -0.12, -0.45, -0.05

---

Below is a molecular structure, C22H30N7O2Pt, with properties calculated with ωB97M-V with the def2-TZVPD basis set.

XYZ file:
```
62
Properties=species:S:1:pos:R:3:forces:R:3
Pt 0.3182 0.5375 -0.6581 0.7 -0.3 0.1
C -2.3646 2.0164 -2.3252 -0.1 0.1 0.0
N -2.9574 0.8944 -1.5983 -0.1 -0.1 -0.3
C -4.3098 0.4227 -1.9749 0.1 0.1 0.1
C -4.7907 -0.2942 -0.7086 0.0 0.0 0.0
N -3.5765 -0.3305 0.1340 -0.2 0.0 -0.2
C -3.6154 -1.0481 1.3974 0.1 -0.1 0.1
C -2.6234 0.4131 -0.4117 0.3 0.0 0.3
N -1.4370 0.7209 0.2238 -0.2 0.0 -0.5
C -1.3538 0.9708 1.6625 0.0 -0.1 0.1
C -0.2885 2.0069 1.7993 0.0 0.3 -0.2
N 0.8281 1.5364 0.9334 -0.3 -0.1 0.0
C 2.1379 1.9030 1.2462 0.1 -0.1 0.1
N 3.0790 2.0312 0.3154 0.1 0.0 0.0
C 2.9704 1.9842 -1.1317 -0.1 0.1 0.1
C 4.3846 2.3756 0.9138 -0.1 0.0 0.0
C 4.0464 2.5220 2.3936 -0.2 0.0 0.0
N 2.6092 2.1489 2.4647 0.1 0.1 0.1
C 2.0526 2.0295 3.8202 0.0 -0.1 -0.1
H -2.9195 2.1282 -3.2531 0.0 0.0 0.0
H -1.3312 1.8431 -2.5954 0.0 0.0 0.0
H -2.4616 2.9426 -1.7571 0.0 0.0 0.0
H -4.2509 -0.2246 -2.8481 0.0 0.0 0.0
H -4.9288 1.2843 -2.2153 0.0 0.0 0.0
H -5.1199 -1.3125 -0.9046 0.0 0.0 0.0
H -5.5863 0.2408 -0.1904 0.0 0.0 0.0
H -4.2597 -1.9157 1.2701 0.0 0.0 0.0
H -4.0312 -0.4319 2.1957 0.0 0.0 0.0
H -2.6323 -1.4072 1.6842 0.0 0.0 -0.1
H -1.0525 0.0760 2.2158 -0.1 0.0 0.0
H -2.3230 1.3145 2.0255 0.1 0.0 0.0
H 0.0109 2.0958 2.8287 0.1 0.1 0.1
H -0.6136 2.9818 1.4272 0.0 0.0 0.1
H 2.9155 0.9547 -1.4941 0.0 0.0 0.0
H 3.8843 2.4084 -1.5419 0.0 0.0 -0.1
H 2.1381 2.5878 -1.4922 0.0 0.0 0.0
H 4.7471 3.3004 0.4687 0.0 0.0 0.0
H 5.1004 1.5798 0.7126 0.0 0.0 0.0
H 4.1695 3.5375 2.7662 0.0 0.0 0.0
H 4.6150 1.8403 3.0223 0.0 0.0 0.0
H 2.8762 2.1879 4.5105 0.0 -0.1 0.0
H 1.6529 1.0324 3.9996 -0.1 0.0 0.0
H 1.3150 2.8006 4.0286 0.0 0.0 0.0
O 1.4636 0.1357 -4.4234 -0.1 0.0 0.2
C 1.0423 -0.1104 -3.3466 0.1 0.0 -0.2
O 0.5033 0.8596 -2.5440 -0.1 0.3 -0.1
C 1.0256 -1.4250 -2.6587 -0.1 0.0 -0.2
C 1.4638 -2.5809 -3.2707 0.0 -0.2 0.1
C 1.3931 -3.7526 -2.5442 0.0 0.1 0.0
C 0.8652 -3.7434 -1.2429 -0.1 0.1 0.0
C 0.7530 -4.9326 -0.4777 0.0 0.0 0.0
C 0.2216 -4.9053 0.7771 0.0 0.0 0.0
C -0.2287 -3.6839 1.3191 0.0 0.0 0.0
C -0.1376 -2.5127 0.6142 0.0 -0.1 0.0
C 0.4126 -2.5152 -0.6773 0.0 -0.1 0.2
N 0.5300 -1.3677 -1.4213 0.0 0.1 0.1
H 1.8410 -2.5282 -4.2831 0.0 0.0 0.0
H 1.7409 -4.6860 -2.9703 0.0 0.0 0.0
H 1.0957 -5.8605 -0.9177 0.0 0.0 0.0
H 0.1401 -5.8126 1.3593 0.0 0.0 0.0
H -0.6561 -3.6767 2.3139 0.0 0.0 0.0
H -0.4930 -1.5871 1.0350 0.0 0.1 0.1
```
Positions in Å, forces in eV/Å.

As for the LUMO energy: -11.86 eV. The value obtained for the HOMO-LUMO gap is 5.9 eV. The molecular weight is 619.6 g/mol. Its total charge is +3. The relative energy (zero: lowest compared OMol25 entry of this formula, charge and spin) comes out at 0.0 kcal per mole.

Here are the Löwdin charges for atoms 1 to 8, given in e: 1.62, 0.02, -0.05, -0.04, -0.04, -0.04, 0.01, -0.32

---

Below is a molecular structure, C7H26N2NdOP2 at a distorted geometry, with properties calculated with ωB97M-V with the def2-TZVPD basis set.

XYZ file:
```
39
Properties=species:S:1:pos:R:3:forces:R:3
Nd -0.0439 -0.2002 -0.5059 2.0 -3.1 1.0
H 1.7908 -2.8748 -0.8475 -0.1 -0.1 0.0
H 1.1537 -3.2150 -0.6576 0.1 0.0 0.0
P 1.9713 1.1657 -1.3803 -1.5 0.6 -0.2
P -2.4012 -1.1484 -0.0605 0.1 1.5 -0.7
C -2.8151 -1.0766 1.6379 -1.1 -0.4 1.6
H -3.8491 -1.4296 1.7058 -0.1 0.0 0.6
H -2.1658 -1.7302 2.2417 -0.3 0.1 -0.2
H -2.7495 -0.0623 2.0628 0.0 -0.3 -0.4
C -3.5982 -0.2268 -0.9848 -1.3 0.1 -0.4
H -3.3990 -0.2681 -2.0675 0.0 -0.1 0.5
H -4.5522 -0.7058 -0.7617 -0.5 0.3 -0.3
H -3.6353 0.8330 -0.6900 0.2 -0.5 0.0
C -2.4082 -2.8062 -0.6073 -0.5 -1.8 -0.3
H -1.7381 -3.4396 -0.0027 -0.3 0.2 -0.1
H -3.4338 -3.1472 -0.4879 -0.1 -0.7 -0.2
H -2.1052 -2.9128 -1.6637 -0.2 0.3 0.4
C 1.3783 2.5273 -2.3535 0.3 0.9 -0.7
H 2.2805 3.0160 -2.7223 -0.1 0.5 -0.4
H 0.7576 2.1898 -3.1990 0.3 0.0 0.4
H 0.7830 3.2388 -1.7620 0.3 -0.4 -0.1
C 2.9599 1.7795 -0.0828 1.7 0.9 0.9
H 3.4254 0.9648 0.4944 -0.1 0.2 -0.3
H 3.7413 2.3765 -0.5625 0.4 0.2 0.5
H 2.4053 2.4120 0.6290 0.1 -0.2 -0.5
C 2.9035 0.1021 -2.4052 1.4 -0.7 -1.0
H 2.3045 -0.3541 -3.2118 0.1 0.4 0.4
H 3.6830 0.7258 -2.8371 0.5 -0.4 -0.4
H 3.3656 -0.7162 -1.8295 -0.1 0.3 -0.1
H -0.5579 -0.1559 -2.2388 -1.0 -0.1 -3.4
H -0.8291 1.4586 -0.2053 -0.9 1.7 0.2
N 0.4723 1.6315 3.2418 0.1 -0.1 0.2
C 0.5793 0.3976 2.7346 0.4 0.7 2.4
N 0.9503 -0.6538 3.4744 0.0 -0.1 0.3
O 0.3399 0.2193 1.5735 -0.1 -0.6 -1.5
H 0.6710 1.7906 4.1969 0.1 0.4 0.8
H 0.1880 2.4034 2.6496 0.0 -0.4 0.1
H 1.0201 -1.5737 3.0534 0.0 0.5 0.2
H 1.1571 -0.5349 4.4311 0.3 -0.2 1.0
```
Positions in Å, forces in eV/Å.

As for the LUMO energy (spin up / spin down): -2.64 / -2.63 eV. The value obtained for the HOMO-LUMO gap (spin up / spin down) is 7.7 / 7.7 eV. The molecular weight is 360.5 g/mol. Its multiplicity is 4. Its total charge is +1.

Here are the Löwdin charges for atoms 1 to 8, given in e: 0.84, 0.04, 0.04, 0.53, 0.54, -0.28, 0.06, 0.06